The following is a quantum chemistry calculation of C4H8N2O2 in the gas phase, from the OMol25 dataset.

Computed properties:
LUMO energy = 0.71 eV
energy relative to the best compared isomer or geometry (same formula, charge and spin) = 50.09 kcal per mole
SMILES = CN[C@H]1CNC(=O)O1
E_HOMO = -8.947 eV
E = -417.1761 Ha

Each line ends with the Mulliken charge.
Element x y z (Å)
C1 0.2060 0.3270 1.0655  0.06
C2 -0.1569 1.4008 0.0010  -0.63
C3 1.2298 -1.1587 -0.8496  -0.86
N1 -1.3647 0.8160 -0.5451  -0.19
C4 -1.6659 -0.3578 0.1092  0.36
N2 0.8845 -0.8453 0.5261  -0.34
O1 -1.0074 -0.2541 1.4559  -0.39
O2 -2.5900 -1.0835 -0.0934  -0.53
H1 -2.1324 1.3903 -0.8519  0.27
H2 1.6700 -1.0411 1.1416  0.28
H3 0.7231 0.7190 1.9408  0.46
H4 0.6148 1.5367 -0.7608  0.26
H5 -0.3400 2.3658 0.4845  0.34
H6 2.0189 -0.5227 -1.2587  0.27
H7 0.3390 -1.1035 -1.4706  0.30
H8 1.5711 -2.1889 -0.8944  0.33



The following is a quantum chemistry calculation of C4H8N2O2 in the gas phase, from the OMol25 dataset.

Computed properties:
LUMO energy = 0.90 eV
energy relative to the best compared isomer or geometry (same formula, charge and spin) = 123.74 kcal per mole
SMILES = C[C@H]1NCN(O)C1=O
E_HOMO = -9.107 eV
E = -417.0588 Ha

Each line ends with the Mulliken charge.
Element x y z (Å)
C1 -1.7055 1.2465 0.5303  -0.92
C2 -0.7169 -0.0277 0.4170  0.17
C3 0.5503 -1.4853 -0.6712  -0.46
C4 0.6101 0.5721 0.3512  0.29
H1 -1.4117 2.0467 -0.3231  0.26
H2 -2.9293 1.1055 0.2191  0.27
H3 -1.2647 1.8054 1.5631  0.25
H4 -0.6244 -0.3778 1.4498  0.18
H5 -1.2977 -0.8902 -1.4938  0.30
H6 0.8501 -2.1037 0.3362  0.25
H7 0.7343 -2.0099 -1.5859  0.33
H8 3.1103 0.1882 -0.0051  0.33
N1 -0.8320 -0.9975 -0.5886  -0.35
N2 1.2177 -0.2397 -0.4699  0.17
O1 2.5880 -0.3253 -0.5784  -0.45
O2 1.1215 1.4928 0.8492  -0.64



The following is a quantum chemistry calculation of C4H8N2O2 in the gas phase, from the OMol25 dataset.

Computed properties:
LUMO energy = 0.43 eV
energy relative to the best compared isomer or geometry (same formula, charge and spin) = 123.25 kcal per mole
SMILES = N[C@H](C(=O)O)[C@H]1CN1
E_HOMO = -8.579 eV
E = -417.0595 Ha

Each line ends with the Mulliken charge.
Element x y z (Å)
C1 -0.3726 0.6405 -0.6111  -0.12
C2 0.8320 -0.4071 -0.7255  0.04
C3 1.2773 -0.6238 0.7442  -0.49
C4 -1.4096 -0.0721 0.2430  0.43
H1 0.3613 1.9124 1.1135  0.28
H2 0.7521 2.4354 -0.4569  0.25
H3 -1.0395 1.0355 -1.4603  0.34
H4 1.4294 -0.0851 -1.5837  0.39
H5 0.8531 -0.3346 1.6428  0.30
H6 2.4249 -0.7392 0.9830  0.19
H7 -0.1991 -2.1473 0.0874  0.29
H8 -2.2367 -0.8731 -1.1884  0.34
N1 0.0233 1.8360 0.0325  -0.61
N2 0.6212 -1.7128 -0.0570  -0.63
O1 -2.1853 -0.8904 -0.2820  -0.39
O2 -1.1319 0.0257 1.5185  -0.61



The following is a quantum chemistry calculation of 2 unconnected molecules or ions with the total composition C4H8N2O2, from the OMol25 dataset.

Computed properties:
LUMO energy (alpha / beta) = -0.27 / -0.60 eV
energy relative to the best compared isomer or geometry (same formula, charge and spin) = 117.59 kcal per mole
E_HOMO (alpha / beta) = -8.051 / -8.802 eV
E = -417.0686 Ha

Each line ends with the Mulliken charge.
Element x y z (Å)
C1 0.5631 1.0851 -0.5772  0.53
C2 -1.0967 0.1774 1.3082  -1.23
C3 1.1527 -0.9336 0.7255  -1.36
C4 0.0898 0.0032 0.3343  0.54
N1 -0.5148 -1.4188 -1.4569  0.17
N2 -0.3738 1.5025 -1.4719  -0.36
O1 1.7208 1.4955 -0.6642  -0.62
O2 -0.1067 -2.4899 -1.2689  -0.23
H1 -1.5537 -0.7594 1.7246  0.33
H2 -1.9793 0.7379 0.8430  0.30
H3 -0.7876 0.8935 2.0555  0.35
H4 1.4476 -0.8935 1.7849  0.32
H5 1.8562 -0.7793 0.0090  0.50
H6 0.9892 -2.0039 0.4402  0.33
H7 -1.1835 0.9832 -1.8346  0.22
H8 -0.2234 2.4001 -1.9513  0.23



The following is a quantum chemistry calculation of C4H8N2O2 in the gas phase, from the OMol25 dataset.

Computed properties:
LUMO energy = 0.85 eV
energy relative to the best compared isomer or geometry (same formula, charge and spin) = 104.78 kcal per mole
SMILES = C1=N\CCOCON/1
E_HOMO = -8.757 eV
E = -417.0890 Ha

Each line ends with the Mulliken charge.
Element x y z (Å)
C1 -1.7766 -0.1185 -0.0180  -0.36
C2 -1.0430 1.0998 0.5888  -0.49
C3 1.1829 1.1624 -0.3449  -0.08
C4 0.0734 -1.5861 -0.1136  -0.23
H1 -2.2600 -0.7112 0.7741  0.29
H2 -2.5057 0.1869 -0.8285  0.28
H3 -1.7850 1.9462 0.8743  0.34
H4 -0.6312 0.7541 1.4970  0.33
H5 1.8466 1.6852 -0.9288  0.45
H6 2.4589 -0.4218 -0.3959  0.29
H7 0.6577 -1.9780 -0.9181  0.29
H8 -0.4036 -2.4412 0.4062  0.34
N1 -0.0170 1.5934 -0.3114  -0.57
N2 1.7094 -0.0098 0.1056  -0.16
O1 0.8502 -0.8736 0.7856  -0.33
O2 -0.8307 -0.8078 -0.7498  -0.38



The following is a quantum chemistry calculation of C4H8N2O2 in the gas phase, from the OMol25 dataset.

Computed properties:
LUMO energy = 0.71 eV
energy relative to the best compared isomer or geometry (same formula, charge and spin) = 71.40 kcal per mole
SMILES = [H]/N=C\[C@@]1(O)N[C@@]1(C)O
E_HOMO = -9.525 eV
E = -417.1422 Ha

Each line ends with the Mulliken charge.
Element x y z (Å)
C1 0.2066 -0.4397 -0.5037  0.43
C2 1.6563 -0.4872 -0.9014  -1.24
C3 -0.2760 0.2489 0.7139  0.85
C4 -1.6396 0.8717 0.8107  -0.19
O1 -0.6748 -0.5669 -1.5472  -0.54
O2 0.7633 1.1014 1.2657  -0.50
N1 -0.1990 -1.1694 0.8492  -0.73
N2 -2.3392 1.3582 -0.1081  -0.72
H1 -0.7284 -1.4976 -1.8286  0.34
H2 0.5016 1.3771 2.1526  0.33
H3 0.6417 -1.4921 1.3165  0.28
H4 -1.9634 1.2019 -1.0464  0.29
H5 -1.9811 0.9993 1.8406  0.37
H6 2.2804 -0.0986 -0.0991  0.34
H7 1.9550 -1.5188 -1.1151  0.33
H8 1.7964 0.1119 -1.7996  0.32